[1]
ORCA calculation (wB97M-V/def2-TZVPD) on an isolated molecule of C4H10O at a distorted geometry.

Atoms and positions in Å:
C -1.071 -0.301 1.298
C -0.248 -1.231 0.304
C 0.555 -0.310 -0.713
C 0.914 1.053 -0.245
O -0.475 -0.081 -1.677
H -1.429 0.615 0.770
H -0.314 0.049 2.054
H -1.777 -0.774 2.081
H 0.329 -1.831 0.854
H -0.934 -1.634 -0.399
H 1.403 -0.854 -1.228
H 1.638 1.657 -0.826
H 0.246 1.860 -0.392
H 1.256 1.371 0.652
H -0.093 0.410 -2.534

Summary:
**HOMO energy**: -0.379 hartree
**SMILES string**: CC[C@H](C)O
**Electronic energy**: -233.56044 Eh

---

[2]
ORCA calculation (wB97M-V/def2-TZVPD) on an isolated molecule of C4H10O at a distorted geometry.

Atoms and positions in Å:
C 0.284 1.391 1.067
C -0.024 0.021 0.343
C 1.257 -0.579 -0.232
C -1.151 -0.335 -1.104
O -0.697 -0.811 1.247
H 1.069 1.981 0.572
H -0.608 2.004 1.177
H 0.666 1.257 2.104
H 2.163 0.024 -0.140
H 1.431 -1.597 0.123
H 1.003 -0.631 -1.277
H -0.756 0.002 -2.065
H -1.259 -1.448 -1.303
H -2.202 -0.010 -1.044
H -1.176 -1.269 0.531

Summary:
**HOMO energy**: -0.357 hartree
**SMILES string**: CC(C)(C)O
**Electronic energy**: -233.55858 Eh

---

[3]
ORCA calculation (wB97M-V/def2-TZVPD) on an isolated molecule of C4H10O at a distorted geometry.

Atoms and positions in Å:
C -0.920 1.774 0.256
O 0.368 1.146 0.029
C 0.343 -0.187 0.362
C 1.732 -0.899 0.056
C -0.737 -0.860 -0.490
H -1.662 1.228 -0.371
H -0.830 2.849 -0.136
H -1.232 1.645 1.351
H 0.056 -0.353 1.462
H 1.430 -2.129 -0.167
H 2.682 -0.752 0.869
H 2.003 -0.336 -0.978
H -1.806 -0.632 -0.053
H -0.739 -0.489 -1.623
H -0.687 -2.004 -0.567

Summary:
**HOMO energy**: -0.361 hartree
**SMILES string**: COC(C)C
**Electronic energy**: -233.55034 Eh

---

[4]
ORCA calculation (wB97M-V/def2-TZVPD) on C4H10O as an isolated structure.

Atoms and positions in Å:
C 0.067 1.368 0.603
C 0.113 0.117 -0.075
C 1.394 -0.668 -0.106
C -0.881 -0.175 -1.166
O -0.701 -0.768 1.448
H -0.646 2.110 0.246
H -0.517 0.470 1.502
H 1.003 1.766 0.992
H 1.940 -0.550 0.834
H 1.213 -1.731 -0.281
H 2.020 -0.277 -0.919
H -0.489 0.239 -2.104
H -1.033 -1.249 -1.304
H -1.843 0.306 -0.966
H -1.641 -0.958 1.295

Summary:
**HOMO energy**: -0.307 hartree
**Electronic energy**: -233.53895 Eh